# 1
A cluster of 10 separate species, C45H78N2O28P4 in total at a distorted geometry. Source: OMol25; level of theory: ωB97M-V/def2-TZVPD.

The charge is 0. As for the spin multiplicity: 1. The calculation puts the total energy at -145386.9297 eV. The HOMO energy is -6.20 eV. The HOMO-LUMO gap comes out at 1.5 eV.

Geometry as XYZ:
```
157
C45H78N2O28P4 | OMol25 | ωB97M-V/def2-TZVPD
C -28.29 19.05 14.74
C -27.24 19.00 13.67
C -26.30 20.19 13.84
C -25.24 20.11 14.91
C -24.41 18.88 14.86
C -25.16 17.58 14.73
N -26.45 17.72 13.93
O -26.82 16.62 13.27
C -25.40 16.83 16.07
C -24.10 16.72 13.93
C -27.75 18.99 12.26
H -28.96 19.90 14.63
H -27.80 19.07 15.71
H -28.89 18.14 14.85
H -26.98 21.03 13.99
H -25.83 20.36 12.87
H -25.67 20.51 15.83
H -24.53 20.93 14.77
H -23.75 18.94 15.72
H -23.86 19.04 13.93
H -25.72 15.80 15.97
H -26.22 17.34 16.57
H -24.60 16.84 16.82
H -23.93 17.17 12.96
H -24.45 15.72 13.69
H -23.19 16.67 14.54
H -27.04 18.64 11.51
H -28.15 19.96 11.98
H -28.60 18.33 12.09
N -20.45 23.64 10.12
O -20.54 22.92 9.20
O -21.47 23.79 10.78
O -19.38 24.14 10.56
C -37.84 13.76 13.75
C -38.77 12.81 13.38
C -38.37 11.54 13.02
C -37.04 11.24 12.72
C -36.06 12.19 13.28
C -36.51 13.44 13.72
O -35.48 14.29 13.99
O -39.22 10.49 12.83
H -38.09 14.73 14.15
H -39.83 12.94 13.52
H -36.72 10.30 12.30
H -35.01 11.98 13.43
H -35.70 15.22 14.09
H -39.69 9.94 13.46
C -27.54 24.82 8.31
C -28.60 25.74 8.19
C -29.56 25.41 7.19
C -29.59 24.25 6.35
C -28.48 23.39 6.58
C -27.52 23.63 7.56
O -26.64 22.58 7.85
O -30.64 26.32 7.03
H -26.74 24.84 9.04
H -28.81 26.55 8.87
H -30.38 24.06 5.64
H -28.27 22.56 5.91
H -25.81 22.88 8.21
H -31.28 25.89 6.46
C -29.14 12.20 18.44
C -28.27 11.07 18.41
C -27.82 10.60 17.21
C -28.40 11.03 16.00
C -29.36 12.07 16.11
C -29.65 12.68 17.25
O -30.56 13.70 17.20
O -26.92 9.59 17.23
H -29.55 12.56 19.37
H -27.90 10.82 19.39
H -28.13 10.68 15.02
H -29.82 12.37 15.18
H -31.14 13.72 16.44
H -26.32 9.44 16.49
C -36.01 24.72 13.80
C -36.56 26.02 13.84
C -35.77 27.02 13.22
C -34.64 26.73 12.51
C -34.14 25.41 12.57
C -34.84 24.40 13.19
O -34.35 23.16 13.33
O -36.11 28.29 13.30
H -36.47 23.93 14.37
H -37.50 26.40 14.23
H -34.12 27.42 11.86
H -33.13 25.24 12.22
H -34.90 22.52 13.79
H -35.80 28.70 14.11
C -17.28 16.46 16.41
O -17.25 16.19 17.78
P -17.36 14.68 18.37
O -17.62 14.63 19.83
O -18.56 14.00 17.43
C -19.08 12.63 17.66
O -16.01 13.91 17.93
C -15.67 12.62 18.51
H -16.27 16.64 16.05
H -17.74 17.45 16.42
H -17.58 15.74 15.65
H -19.44 12.64 18.69
H -18.31 11.86 17.57
H -19.78 12.48 16.84
H -16.34 12.49 19.36
H -14.62 12.61 18.80
H -15.80 11.78 17.83
C -20.75 6.80 10.04
O -21.79 7.33 10.85
P -21.63 8.23 12.16
O -22.49 7.84 13.29
O -20.07 8.19 12.66
C -19.78 7.15 13.69
O -21.85 9.75 11.68
C -21.46 10.06 10.42
H -20.98 5.83 9.61
H -19.86 6.62 10.65
H -20.55 7.46 9.20
H -19.86 6.19 13.18
H -20.54 7.05 14.46
H -18.79 7.33 14.10
H -20.53 9.54 10.18
H -21.32 11.13 10.24
H -22.30 9.91 9.74
C -25.85 25.75 18.69
O -27.19 25.93 19.01
P -28.34 26.42 17.93
O -28.67 27.85 17.97
O -27.91 25.74 16.48
C -28.12 26.40 15.25
O -29.57 25.45 18.43
C -30.47 25.18 17.45
H -25.80 24.66 18.71
H -25.09 26.16 19.34
H -25.59 26.08 17.68
H -27.14 26.42 14.79
H -28.58 27.39 15.35
H -28.69 25.72 14.62
H -31.06 25.94 16.93
H -31.18 24.60 18.03
H -30.09 24.40 16.79
C -28.57 12.05 6.21
O -29.32 13.21 6.32
P -29.11 14.23 7.59
O -27.66 14.53 7.89
O -29.85 13.55 8.84
C -31.20 13.15 8.76
O -30.24 15.43 7.42
C -30.24 16.47 6.43
H -27.69 11.94 5.58
H -29.10 11.16 5.85
H -28.11 11.68 7.12
H -31.37 12.77 7.76
H -31.94 13.94 8.91
H -31.37 12.40 9.53
H -30.52 17.32 7.04
H -31.01 16.36 5.65
H -29.42 16.44 5.71
```

# 2
A cluster of 10 separate species, C60H116F24N10O20S8 in total at a distorted geometry. Source: OMol25; level of theory: ωB97M-V/def2-TZVPD.

The charge is +2. The energy relative to the best compared isomer or geometry (same formula, charge and spin) is 0.0 kJ/mol. As for the spin multiplicity: 1. The calculation puts the total energy at -271820.0156 eV. The HOMO energy is -12.06 eV. The HOMO-LUMO gap comes out at 4.6 eV.

Geometry as XYZ:
```
238
C60H116F24N10O20S8 | OMol25 | ωB97M-V/def2-TZVPD
C 16.63 20.58 16.02
C 15.94 19.38 15.22
C 14.72 18.87 16.04
C 13.41 19.48 15.70
C 13.07 19.56 14.22
C 14.15 20.41 13.44
N 15.58 19.76 13.78
O 16.64 19.85 12.85
C 14.06 21.94 13.83
C 13.94 20.32 11.94
C 16.95 18.20 15.17
H 16.07 21.50 15.84
H 17.61 20.75 15.57
H 16.63 20.46 17.10
H 14.99 18.95 17.09
H 14.55 17.82 15.80
H 13.18 20.45 16.15
H 12.65 18.87 16.18
H 12.14 20.09 14.03
H 13.05 18.59 13.72
H 14.21 22.15 14.89
H 13.02 22.22 13.68
H 14.71 22.61 13.28
H 14.67 20.88 11.36
H 12.96 20.76 11.72
H 13.90 19.28 11.61
H 17.05 17.61 16.08
H 17.92 18.70 15.11
H 16.90 17.54 14.31
C 14.22 12.32 17.46
C 13.70 13.35 18.47
C 14.64 14.57 18.41
C 14.19 15.94 19.07
C 12.83 16.28 18.40
C 11.74 15.19 18.65
N 12.26 13.76 18.18
O 11.36 12.74 17.87
C 10.56 15.68 17.77
C 11.45 15.00 20.13
C 13.72 12.72 19.89
H 13.80 12.60 16.49
H 13.95 11.31 17.77
H 15.31 12.37 17.36
H 14.86 14.71 17.35
H 15.64 14.21 18.64
H 14.88 16.74 18.83
H 14.22 16.00 20.16
H 13.07 16.49 17.36
H 12.44 17.17 18.90
H 10.11 16.63 18.04
H 9.72 14.99 17.67
H 10.80 15.79 16.72
H 10.78 15.79 20.48
H 12.33 15.00 20.78
H 10.89 14.08 20.29
H 12.88 12.03 20.00
H 13.56 13.47 20.66
H 14.67 12.26 20.13
C 19.76 12.29 10.20
C 19.10 12.14 11.57
C 19.66 13.23 12.51
N 19.07 13.14 13.92
C 19.63 14.43 14.61
C 19.01 14.59 16.07
C 17.49 14.63 16.02
C 16.95 13.40 15.32
C 17.48 13.15 13.93
C 19.45 11.75 14.67
H 19.60 13.20 9.63
H 19.48 11.50 9.49
H 20.84 12.19 10.12
H 19.22 11.12 11.93
H 18.03 12.25 11.39
H 19.42 14.21 12.08
H 20.75 13.27 12.59
H 19.48 15.27 13.93
H 20.71 14.38 14.69
H 19.48 15.46 16.53
H 19.27 13.75 16.71
H 17.07 15.49 15.48
H 17.22 14.80 17.06
H 15.87 13.54 15.19
H 17.01 12.48 15.90
H 17.15 14.00 13.34
H 17.14 12.24 13.45
H 20.53 11.63 14.68
H 19.00 10.88 14.19
H 19.19 11.77 15.73
C 16.12 12.07 8.89
C 15.19 11.56 9.97
C 13.96 12.47 10.15
N 12.93 12.06 11.20
C 12.14 10.80 10.74
C 11.19 10.22 11.85
C 11.82 9.94 13.15
C 12.51 11.24 13.73
C 13.54 11.75 12.64
C 11.90 13.17 11.36
H 16.93 11.35 8.75
H 16.58 13.05 9.02
H 15.63 11.99 7.92
H 15.70 11.45 10.92
H 14.72 10.61 9.72
H 13.51 12.71 9.19
H 14.24 13.49 10.42
H 12.84 9.99 10.52
H 11.61 11.08 9.83
H 10.73 9.24 11.71
H 10.30 10.83 11.99
H 12.54 9.13 13.07
H 11.04 9.62 13.84
H 13.02 11.02 14.66
H 11.69 11.90 14.03
H 14.31 11.03 12.38
H 14.05 12.70 12.80
H 11.22 12.73 12.10
H 11.34 13.33 10.44
H 12.45 14.06 11.68
C 28.24 14.06 11.60
C 27.02 14.39 10.65
N 25.61 14.46 11.27
C 25.69 15.68 12.17
C 24.51 14.71 10.16
C 23.12 15.01 10.74
C 25.43 13.20 12.14
C 24.98 11.86 11.44
O 23.67 11.93 10.82
C 23.31 10.73 10.28
H 28.17 13.00 11.84
H 28.27 14.71 12.47
H 29.15 14.25 11.03
H 26.79 13.60 9.94
H 27.12 15.33 10.11
H 26.34 15.52 13.03
H 24.69 15.73 12.60
H 25.82 16.55 11.53
H 24.53 13.85 9.49
H 24.91 15.57 9.62
H 22.88 14.29 11.52
H 22.34 14.80 10.00
H 23.04 15.94 11.30
H 24.58 13.61 12.67
H 26.15 13.07 12.96
H 24.80 11.10 12.20
H 25.84 11.46 10.92
H 22.31 10.69 9.85
H 23.27 9.92 11.01
H 24.00 10.39 9.50
C 21.47 12.99 19.78
C 22.94 12.78 19.98
N 23.33 11.75 21.05
C 24.86 11.76 21.30
C 22.71 12.14 22.47
C 22.77 13.67 22.76
C 22.81 10.29 20.71
C 23.15 9.83 19.28
O 24.59 9.79 19.01
C 25.11 8.47 19.40
H 20.97 13.50 20.60
H 20.96 12.02 19.76
H 21.20 13.62 18.93
H 23.33 13.75 20.30
H 23.62 12.52 19.17
H 25.11 12.71 21.77
H 25.31 11.58 20.32
H 25.02 10.94 22.01
H 23.18 11.56 23.27
H 21.70 11.75 22.41
H 22.36 13.84 23.76
H 22.33 14.41 22.11
H 23.82 13.95 22.83
H 21.73 10.45 20.80
H 23.22 9.67 21.52
H 22.71 10.51 18.56
H 22.64 8.87 19.17
H 26.13 8.40 19.01
H 24.60 7.54 19.15
H 25.21 8.53 20.48
C 19.56 19.00 10.10
F 20.43 19.11 9.15
F 19.90 19.64 11.19
F 18.44 19.63 9.68
S 19.17 17.06 10.43
O 20.28 16.32 9.86
O 19.05 16.96 11.89
N 17.75 16.85 9.49
S 16.67 16.57 10.54
O 16.84 15.31 11.30
O 16.22 17.65 11.46
C 15.20 16.23 9.41
F 15.47 15.31 8.46
F 14.11 15.91 10.13
F 14.98 17.36 8.68
C 23.11 12.69 15.87
F 23.88 11.66 16.45
F 22.90 12.37 14.59
F 21.96 12.89 16.48
S 24.07 14.39 15.94
O 23.75 14.87 17.29
O 25.46 14.08 15.61
N 23.26 15.23 14.64
S 23.12 16.64 15.29
O 21.90 16.71 16.18
O 24.41 17.26 15.70
C 22.52 17.77 13.77
F 21.72 17.19 12.93
F 21.81 18.80 14.25
F 23.60 18.18 13.07
C 18.41 13.86 22.41
F 17.52 13.56 23.35
F 19.43 14.57 22.91
F 18.84 12.72 21.80
S 17.66 14.94 21.01
O 18.01 14.22 19.77
O 16.20 14.93 21.23
N 18.40 16.48 21.19
S 18.86 16.79 19.78
O 20.09 16.07 19.45
O 17.78 16.79 18.80
C 19.39 18.69 20.02
F 20.22 18.93 21.05
F 19.97 19.17 18.88
F 18.24 19.39 20.19
C 19.43 10.27 18.04
F 20.38 10.06 17.10
F 19.86 9.85 19.23
F 19.15 11.57 18.02
S 17.82 9.33 17.57
O 18.08 7.96 17.91
O 16.80 9.97 18.42
N 17.66 9.74 15.89
S 16.12 9.57 15.61
O 15.39 8.52 16.32
O 15.40 10.81 15.50
C 16.15 8.95 13.77
F 16.80 9.76 12.97
F 16.86 7.69 13.77
F 14.94 8.76 13.30
```

# 3
A structure of composition C33H45Cl5N6O4SSi2Sn at a distorted geometry. Source: OMol25; level of theory: ωB97M-V/def2-TZVPD.

The charge is -2. As for the spin multiplicity: 1. The calculation puts the total energy at -147121.8274 eV. The HOMO energy is -1.49 eV. The HOMO-LUMO gap comes out at 5.4 eV.

Geometry as XYZ:
```
97
C33H45Cl5N6O4SSi2Sn | OMol25 | ωB97M-V/def2-TZVPD
Sn 0.05 -0.26 0.70
Cl 6.39 -5.28 3.30
C 5.17 -4.35 2.48
C 3.94 -4.09 3.09
Cl 3.65 -4.70 4.69
C 2.96 -3.37 2.44
Cl 1.43 -3.08 3.19
C 3.13 -2.82 1.12
O 2.26 -2.17 0.51
C 4.42 -3.11 0.55
Cl 4.71 -2.47 -1.03
C 5.39 -3.85 1.20
Cl 6.91 -4.17 0.42
C -0.31 5.07 -4.07
O 0.89 5.40 -3.40
C 1.26 4.56 -2.38
C 2.52 4.85 -1.81
C 2.98 4.03 -0.81
C 2.27 2.91 -0.33
C 2.84 2.04 0.68
C 4.11 2.41 1.42
O 2.35 0.96 1.00
C 0.97 2.63 -0.90
O 0.19 1.69 -0.57
C 0.51 3.51 -1.94
H -0.41 5.79 -4.88
H -1.18 5.14 -3.41
H -0.27 4.06 -4.48
H 3.10 5.68 -2.17
H 3.96 4.24 -0.41
H 4.55 3.37 1.15
H 4.84 1.61 1.25
H 3.87 2.41 2.48
H -0.46 3.27 -2.35
C -1.98 -2.49 -1.43
Si -2.94 -0.94 -0.94
C -4.70 -1.63 -0.64
C -3.10 0.14 -2.50
N -2.22 -0.20 0.40
C -2.76 0.95 0.97
C -3.96 1.55 0.56
C -4.48 2.70 1.16
C -3.78 3.29 2.20
C -2.58 2.71 2.61
C -2.06 1.54 2.04
N -0.88 0.94 2.44
Si 0.05 1.51 3.76
C -0.89 1.56 5.42
C 0.78 3.25 3.52
C 1.49 0.37 4.19
H -1.98 -2.63 -2.52
H -2.42 -3.39 -0.99
H -0.94 -2.44 -1.09
H -5.16 -2.01 -1.57
H -5.37 -0.87 -0.22
H -4.66 -2.46 0.07
H -3.23 -0.44 -3.41
H -2.19 0.75 -2.60
H -3.94 0.83 -2.43
H -4.51 1.12 -0.26
H -5.41 3.13 0.80
H -4.14 4.19 2.68
H -2.03 3.19 3.41
H -1.73 2.26 5.44
H -0.21 1.82 6.24
H -1.30 0.56 5.63
H 0.05 4.04 3.72
H 1.11 3.37 2.48
H 1.64 3.43 4.17
H 1.13 -0.50 4.75
H 2.21 0.90 4.83
H 2.02 0.02 3.31
N -2.06 -2.94 3.31
N -2.84 -3.97 2.78
C -2.43 -4.83 1.83
N -3.39 -5.75 1.46
S -0.91 -4.82 1.18
H -1.09 -3.24 3.21
H -2.15 -2.12 2.72
H -3.82 -3.90 3.00
H -4.07 -6.03 2.15
H -3.00 -6.51 0.93
C -0.40 -0.41 -5.47
C 0.79 -1.16 -4.85
C 2.11 -0.65 -5.44
C 0.64 -2.67 -5.06
C 0.80 -0.90 -3.40
N 0.81 -0.74 -2.26
H -0.47 -0.66 -6.53
H -0.27 0.67 -5.37
H -1.32 -0.69 -4.98
H 2.13 -0.85 -6.51
H 2.96 -1.16 -4.97
H 2.22 0.42 -5.28
H 0.61 -2.89 -6.13
H -0.27 -3.04 -4.59
H 1.49 -3.20 -4.62
```